ORCA calculation (wB97M-V/def2-TZVPD) on C17H33AlClNO11P as an isolated structure in a non-equilibrium geometry.

Multiplicity: 1
Highest occupied orbital energy (eV): -4.82
Charge: -1

The geometry in XYZ format:
```
65
C17H33AlClNO11P wB97M-V/def2-TZVPD
C 3.778 -1.740 2.365
C 3.143 -0.419 1.570
O 3.992 0.405 0.902
N 1.682 -0.067 1.591
C 1.372 1.359 1.911
C 1.125 2.607 0.879
O 1.333 1.689 3.232
Al 0.601 -0.918 0.302
C -0.702 -2.289 1.196
C -1.953 -1.503 1.926
C -3.306 -1.593 1.000
C -4.602 -0.872 1.711
O -4.132 0.073 2.765
C -4.175 1.453 2.234
O -4.258 2.544 3.002
P -0.668 0.392 -1.108
O -1.463 -0.765 -2.197
Cl 0.572 1.543 -2.435
H 4.552 -1.332 3.174
H 4.338 -2.401 1.555
H 2.929 -2.374 2.889
H -0.030 2.668 0.624
H 1.815 2.489 -0.058
H 1.426 3.603 1.458
H 1.551 -1.822 -0.637
H -0.119 -2.916 2.001
H -1.116 -3.048 0.401
H -1.609 -0.382 2.107
H -2.199 -2.052 2.949
H -3.593 -2.738 0.863
H -3.163 -1.140 -0.091
H -5.247 -0.260 0.936
H -5.340 -1.658 2.202
H -4.072 1.578 1.070
H -0.756 -0.896 -2.914
C -0.941 -8.757 -1.232
C -2.232 -8.101 -0.777
O -2.197 -6.685 -0.996
C -2.361 -6.282 -2.280
O -2.539 -7.011 -3.246
O -2.267 -4.930 -2.315
C -2.316 -4.385 -3.631
H -0.078 -8.283 -0.754
H -0.941 -9.824 -0.989
H -0.799 -8.655 -2.313
H -2.352 -8.251 0.301
H -3.109 -8.546 -1.263
H -3.208 -4.721 -4.170
H -1.408 -4.656 -4.179
H -2.356 -3.296 -3.545
C 1.502 9.160 -0.863
C 2.419 8.548 -1.906
O 3.675 8.167 -1.330
C 3.660 7.040 -0.576
O 2.686 6.333 -0.357
O 4.908 6.844 -0.084
C 5.004 5.743 0.817
H 1.998 9.994 -0.356
H 0.578 9.523 -1.323
H 1.234 8.434 -0.089
H 2.638 9.295 -2.676
H 1.950 7.694 -2.410
H 4.621 4.822 0.365
H 4.465 5.973 1.742
H 6.060 5.595 1.060
```

natural (NBO) atomic charge list, values in e, 4 entries: number 1, C, carries -0.71; number 2, C, carries 0.73; number 3, O, carries -0.63; number 4, N, carries -0.99

ORCA calculation (wB97M-V/def2-TZVPD) on C17H33BN6Si2W as an isolated structure in a non-equilibrium geometry.

Multiplicity: 3
Energy above the lowest of the compared OMol25 structures with the same formula, charge and spin (kcal/mol): 108.77
Highest occupied orbital energy (alpha / beta) (eV): -13.68 / -13.68
⟨S²⟩: 2.028
Charge: +2

The geometry in XYZ format:
```
60
C17H33BN6Si2W wB97M-V/def2-TZVPD
H -3.312 -1.563 -2.227
N -2.587 -0.022 -0.935
B -1.614 2.377 -0.213
N -2.442 1.344 -1.064
C -3.229 1.761 -2.072
W -2.541 -1.182 0.709
H -3.348 2.835 -2.228
C -3.773 0.645 -2.693
H -4.434 0.663 -3.540
C -3.324 -0.490 -2.000
H -2.182 3.469 -0.332
C 3.651 -0.581 1.675
H 3.747 -1.354 2.454
H 2.619 -0.192 1.639
H 4.351 0.241 1.887
N -0.043 2.636 -0.634
N -1.992 1.807 1.212
N 0.813 1.621 -0.636
N -2.029 0.513 1.750
C 0.716 3.752 -1.018
C -2.360 2.688 2.164
H 0.254 4.741 -1.108
H -2.542 3.731 1.887
C 2.029 3.354 -1.234
C -2.503 2.010 3.365
C 2.041 1.952 -0.965
C -2.206 0.657 3.109
H 2.874 3.961 -1.532
H -2.823 2.450 4.296
H 2.848 1.238 -0.988
H -1.868 -0.137 3.782
H 3.900 -0.997 0.750
C 1.476 -4.033 1.911
Si -0.275 -3.315 1.959
C -1.423 -4.764 2.267
C -0.199 -2.200 3.446
C -0.975 -2.489 0.374
Si 0.159 -2.964 -1.144
C 0.112 -4.854 -1.348
C -0.436 -2.303 -2.793
C 1.975 -2.479 -1.138
H 1.656 -4.473 2.905
H 2.279 -3.299 1.775
H 1.644 -4.852 1.203
H -1.083 -5.323 3.148
H -2.442 -4.417 2.474
H -1.473 -5.477 1.433
H 0.251 -1.232 3.187
H -1.202 -2.039 3.862
H 0.420 -2.686 4.219
H -1.843 -3.193 0.079
H -0.896 -5.277 -1.252
H 0.450 -5.101 -2.367
H 0.773 -5.413 -0.675
H -0.229 -1.228 -2.872
H 0.105 -2.803 -3.615
H -1.507 -2.477 -2.949
H 2.081 -1.394 -1.277
H 2.551 -2.781 -0.258
H 2.466 -2.952 -2.006
```

natural (NBO) atomic charge list, values in e, 4 entries: number 1, H, carries 0.26; number 2, N, carries -0.38; number 3, B, carries 0.58; number 4, N, carries -0.29

ORCA calculation (wB97M-V/def2-TZVPD) on C17H33EuNO8 as an isolated structure in a non-equilibrium geometry.

Multiplicity: 8
Energy above the lowest of the compared OMol25 structures with the same formula, charge and spin (kcal/mol): 0.00
Highest occupied orbital energy (alpha / beta) (eV): -12.82 / -15.81
⟨S²⟩: 15.759
Charge: +2

The geometry in XYZ format:
```
60
C17H33EuNO8 wB97M-V/def2-TZVPD
Eu 1.079 0.390 0.147
C 3.063 -1.429 -2.025
C 3.350 0.049 -2.414
O 2.276 0.848 -1.979
C 2.376 2.163 -2.509
C 1.006 2.799 -2.275
O 0.562 2.739 -0.920
C 0.810 3.930 -0.150
C 0.433 3.620 1.267
O 1.255 2.635 1.880
C 0.791 2.403 3.236
C -0.242 1.330 3.311
O 0.359 0.201 2.648
C -0.395 -1.015 2.712
C 0.609 -2.163 2.474
O 1.336 -1.820 1.346
C 2.462 -2.693 1.274
C 2.815 -2.748 -0.171
O 2.846 -1.472 -0.660
H 3.878 -2.136 -2.227
H 2.187 -1.740 -2.634
H 3.588 0.096 -3.515
H 4.273 0.367 -1.922
H 2.594 2.090 -3.576
H 3.130 2.754 -2.010
H 0.208 2.213 -2.744
H 0.985 3.814 -2.676
H 0.111 4.704 -0.536
H 1.844 4.293 -0.190
H -0.625 3.256 1.392
H 0.482 4.555 1.837
H 0.407 3.326 3.734
H 1.674 2.116 3.762
H -1.227 1.552 2.818
H -0.412 1.133 4.351
H -1.200 -1.018 1.936
H -0.825 -1.092 3.705
H 0.082 -3.130 2.331
H 1.236 -2.159 3.359
H 2.272 -3.701 1.627
H 3.231 -2.228 1.924
H 2.099 -3.329 -0.750
H 3.698 -3.236 -0.411
O -0.582 -1.434 -1.201
C -1.523 -0.953 -0.525
O -1.486 0.228 -0.007
C -2.846 -1.734 -0.424
N -3.887 -0.690 -0.005
C -4.923 -0.586 -1.082
C -4.778 -1.925 -1.880
C -3.286 -2.211 -1.825
H -2.813 -2.497 0.316
H -3.281 0.121 0.131
H -4.342 -0.972 0.872
H -4.598 0.320 -1.694
H -5.919 -0.448 -0.702
H -5.087 -1.787 -2.905
H -5.290 -2.750 -1.392
H -2.740 -1.678 -2.565
H -3.100 -3.270 -1.887
```

natural (NBO) atomic charge list, values in e, 4 entries: number 1, Eu, carries 1.51; number 2, C, carries -0.09; number 3, C, carries -0.09; number 4, O, carries -0.58

Ordered total energy results: -70582.76600; -45343.92213; -55350.89088; unit eV.